Molecular formula: C67H48F3N2O13S
Method: DFT, ωB97M-V/def2-TZVPD

Bonds (Å) are listed after each position.
Atoms and positions in Å:
1 C 6.706 1.695 1.282  C2 1.672, H23 1.182, H24 1.175, H25 1.176
2 C 6.142 2.891 0.260  C1 1.672, O3 1.476, H26 1.187, H27 1.193
3 O 4.782 3.349 0.607  C2 1.476, C4 1.490
4 C 4.826 4.443 1.617  O3 1.490, C5 1.644, H28 1.173, H29 1.181
5 C 4.895 5.869 0.802  C4 1.644, C6 1.673, C19 1.641
6 C 6.186 6.923 0.947  C5 1.673, C7 1.655, N9 1.501
7 C 7.484 6.617 1.927  C6 1.655, C8 1.670, H30 1.171, H31 1.172
8 C 8.861 6.955 1.043  C7 1.670, H32 1.171, H33 1.189, H34 1.190
9 N 6.094 8.178 0.129  C6 1.501, N10 1.354, H35 1.068
10 N 5.191 8.657 -0.759  N9 1.354, C11 1.480
11 C 3.971 7.863 -1.024  N10 1.480, S12 1.912, C19 1.629
12 S 2.740 8.594 -2.291  C11 1.912, O13 1.548, O14 1.579, C15 1.873
13 O 1.466 9.148 -1.608  S12 1.548
14 O 3.453 9.808 -3.008  S12 1.579
15 C 2.439 7.279 -3.591  S12 1.873, F16 1.509, F17 1.502, F18 1.505
16 F 3.401 6.127 -3.435  C15 1.509
17 F 2.726 7.874 -4.940  C15 1.502
18 F 1.004 6.825 -3.582  C15 1.505
19 C 3.765 6.453 -0.236  C5 1.641, C11 1.629, C20 1.660
20 C 2.400 5.537 -0.459  C19 1.660, O21 1.471, H36 1.194, H37 1.194
21 O 1.152 6.317 -0.474  C20 1.471, O22 1.302
22 O 1.099 7.063 0.592  O21 1.302, H38 1.022
23 H 7.780 1.357 0.920  C1 1.182
24 H 6.028 0.735 1.263  C1 1.175
25 H 6.804 2.090 2.385  C1 1.176
26 H 6.945 3.766 0.250  C2 1.187
27 H 6.172 2.408 -0.830  C2 1.193
28 H 5.785 4.247 2.263  C4 1.173
29 H 3.851 4.338 2.275  C4 1.181
30 H 7.582 5.495 2.245  C7 1.171
31 H 7.448 7.287 2.887  C7 1.172
32 H 9.132 8.077 1.241  C8 1.171
33 H 8.515 6.863 -0.091  C8 1.189
34 H 9.748 6.202 1.294  C8 1.190
35 H 6.927 8.829 0.285  N9 1.068
36 H 2.308 4.791 0.468  C20 1.194
37 H 2.519 4.818 -1.405  C20 1.194
38 H 0.401 7.792 0.432  O22 1.022
39 C 5.690 -5.758 -0.764  C40 1.395, C44 1.396, H55 1.088
40 C 6.642 -4.753 -0.599  C39 1.395, C41 1.396, H56 1.088
41 C 6.334 -3.436 -0.943  C40 1.396, C42 1.400, H57 1.089
42 C 5.073 -3.125 -1.465  C41 1.400, C43 1.394, C53 1.476
43 C 4.129 -4.134 -1.653  C42 1.394, C44 1.401, C45 1.477
44 C 4.434 -5.452 -1.291  C39 1.396, C43 1.401, H58 1.089
45 C 2.813 -3.826 -2.250  C43 1.477, O46 1.225, C47 1.477
46 O 1.983 -4.711 -2.412  C45 1.225
47 C 2.517 -2.437 -2.656  C45 1.477, C48 1.401, C52 1.394
48 C 1.296 -2.141 -3.276  C47 1.401, C49 1.397, H59 1.089
49 C 1.002 -0.829 -3.651  C48 1.397, C50 1.395, H60 1.088
50 C 1.920 0.191 -3.400  C49 1.395, C51 1.396, H61 1.088
51 C 3.139 -0.102 -2.788  C50 1.396, C52 1.401, H62 1.089
52 C 3.442 -1.421 -2.424  C47 1.394, C51 1.401, C53 1.476
53 C 4.749 -1.726 -1.810  C42 1.476, C52 1.476, O54 1.226
54 O 5.558 -0.831 -1.594  C53 1.226
55 H 5.927 -6.783 -0.487  C39 1.088
56 H 7.625 -4.994 -0.200  C40 1.088
57 H 7.080 -2.655 -0.806  C41 1.089
58 H 3.698 -6.243 -1.422  C44 1.089
59 H 0.572 -2.931 -3.472  C48 1.089
60 H 0.055 -0.602 -4.137  C49 1.088
61 H 1.688 1.215 -3.686  C50 1.088
62 H 3.853 0.699 -2.600  C51 1.089
63 C -7.118 7.386 -1.394  C64 1.395, C68 1.396, H79 1.088
64 C -7.361 8.632 -0.816  C63 1.395, C65 1.396, H80 1.088
65 C -6.453 9.676 -0.999  C64 1.396, C66 1.400, H81 1.089
66 C -5.291 9.470 -1.753  C65 1.400, C67 1.394, C77 1.476
67 C -5.036 8.218 -2.310  C66 1.394, C68 1.401, C69 1.477
68 C -5.957 7.176 -2.140  C63 1.396, C67 1.401, H82 1.089
69 C -3.789 7.975 -3.065  C67 1.477, O70 1.225, C71 1.477
70 O -3.566 6.876 -3.557  C69 1.225
71 C -2.813 9.073 -3.210  C69 1.477, C72 1.401, C76 1.394
72 C -1.601 8.841 -3.873  C71 1.401, C73 1.397, H83 1.089
73 C -0.678 9.877 -4.027  C72 1.397, C74 1.395, H84 1.088
74 C -0.965 11.147 -3.528  C73 1.395, C75 1.396, H85 1.088
75 C -2.169 11.380 -2.861  C74 1.396, C76 1.401, H86 1.089
76 C -3.090 10.338 -2.694  C71 1.394, C75 1.401, C77 1.476
77 C -4.345 10.585 -1.956  C66 1.476, C76 1.476, O78 1.226
78 O -4.596 11.700 -1.513  C77 1.226
79 H -7.830 6.575 -1.259  C63 1.088
80 H -8.260 8.792 -0.224  C64 1.088
81 H -6.652 10.647 -0.550  C65 1.089
82 H -5.771 6.199 -2.583  C68 1.089
83 H -1.370 7.853 -4.269  C72 1.089
84 H 0.265 9.693 -4.538  C73 1.088
85 H -0.249 11.957 -3.653  C74 1.088
86 H -2.384 12.373 -2.470  C75 1.089
87 C -0.554 -7.550 0.405  C88 1.395, C92 1.396, H103 1.088
88 C -0.002 -6.600 -0.453  C87 1.395, C89 1.396, H104 1.088
89 C -0.218 -5.240 -0.221  C88 1.396, C90 1.400, H105 1.089
90 C -0.998 -4.830 0.867  C89 1.400, C91 1.394, C101 1.476
91 C -1.570 -5.781 1.710  C90 1.394, C92 1.401, C93 1.477
92 C -1.338 -7.145 1.486  C87 1.396, C91 1.401, H106 1.089
93 C -2.436 -5.362 2.831  C91 1.477, O94 1.225, C95 1.477
94 O -2.936 -6.197 3.575  C93 1.225
95 C -2.697 -3.923 3.037  C93 1.477, C96 1.401, C100 1.394
96 C -3.563 -3.515 4.061  C95 1.401, C97 1.397, H107 1.089
97 C -3.805 -2.156 4.271  C96 1.397, C98 1.395, H108 1.088
98 C -3.178 -1.203 3.468  C97 1.395, C99 1.396, H109 1.088
99 C -2.320 -1.607 2.445  C98 1.396, C100 1.401, H110 1.089
100 C -2.087 -2.971 2.223  C95 1.394, C99 1.401, C101 1.476
101 C -1.206 -3.390 1.115  C90 1.476, C100 1.476, O102 1.226
102 O -0.659 -2.553 0.406  C101 1.226
103 H -0.378 -8.609 0.230  C87 1.088
104 H 0.599 -6.916 -1.303  C88 1.088
105 H 0.221 -4.504 -0.892  C89 1.089
106 H -1.770 -7.892 2.148  C92 1.089
107 H -4.053 -4.252 4.694  C96 1.089
108 H -4.481 -1.841 5.063  C97 1.088
109 H -3.361 -0.144 3.637  C98 1.088
110 H -1.839 -0.858 1.819  C99 1.089
111 C -7.701 -14.000 0.680  C112 1.395, C116 1.396, H127 1.088
112 C -6.395 -14.435 0.454  C111 1.395, C113 1.396, H128 1.088
113 C -5.323 -13.757 1.036  C112 1.396, C114 1.400, H129 1.089
114 C -5.556 -12.633 1.837  C113 1.400, C115 1.394, C125 1.476
115 C -6.859 -12.183 2.043  C114 1.394, C116 1.401, C117 1.477
116 C -7.936 -12.875 1.473  C111 1.396, C115 1.401, H130 1.089
117 C -7.113 -10.969 2.845  C115 1.477, O118 1.225, C119 1.477
118 O -8.259 -10.575 3.029  C117 1.225
119 C -5.968 -10.232 3.414  C117 1.477, C120 1.401, C124 1.394
120 C -6.190 -9.047 4.128  C119 1.401, C121 1.397, H131 1.089
121 C -5.114 -8.351 4.682  C120 1.397, C122 1.395, H132 1.088
122 C -3.816 -8.839 4.532  C121 1.395, C123 1.396, H133 1.088
123 C -3.591 -10.016 3.816  C122 1.396, C124 1.401, H134 1.089
124 C -4.668 -10.708 3.248  C119 1.394, C123 1.401, C125 1.476
125 C -4.416 -11.933 2.463  C114 1.476, C124 1.476, O126 1.226
126 O -3.276 -12.360 2.327  C125 1.226
127 H -8.537 -14.533 0.234  C111 1.088
128 H -6.212 -15.304 -0.173  C112 1.088
129 H -4.307 -14.106 0.860  C113 1.089
130 H -8.957 -12.538 1.640  C116 1.089
131 H -7.201 -8.661 4.252  C120 1.089
132 H -5.288 -7.428 5.231  C121 1.088
133 H -2.978 -8.301 4.969  C122 1.088
134 H -2.574 -10.389 3.700  C123 1.089

Values from the calculation:
charge	+1
energy	-118821.7510	eV
molar mass	1178.18	g/mol
energy above the lowest of the compared OMol25 structures with the same formula, charge and spin	7.071	eV

Results of the Mulliken charge analysis, in e, for atoms 1 through 99: number 1, C, carries -0.8800; number 2, C, carries -0.0741; number 3, O, carries -0.2000; number 4, C, carries -0.9510; number 5, C, carries 0.3769; number 6, C, carries 0.2283; number 7, C, carries -0.3122; number 8, C, carries -1.0020; number 9, N, carries 0.2401; number 10, N, carries -0.7384; number 11, C, carries -0.2594; number 12, S, carries 1.0518; number 13, O, carries -0.4729; number 14, O, carries -0.5707; number 15, C, carries 0.7395; number 16, F, carries -0.2119; number 17, F, carries -0.1909; number 18, F, carries -0.1603; number 19, C, carries 0.9831; number 20, C, carries -0.7173; number 21, O, carries -0.0651; number 22, O, carries -0.3817; number 23, H, carries 0.3377; number 24, H, carries 0.2140; number 25, H, carries 0.2835; number 26, H, carries 0.0936; number 27, H, carries 0.2649; number 28, H, carries 0.1631; number 29, H, carries 0.3556; number 30, H, carries 0.2042; number 31, H, carries 0.4029; number 32, H, carries 0.2800; number 33, H, carries 0.3453; number 34, H, carries 0.3302; number 35, H, carries 0.3568; number 36, H, carries 0.3769; number 37, H, carries 0.2473; number 38, H, carries 0.3469; number 39, C, carries -0.5968; number 40, C, carries -0.4955; number 41, C, carries -0.5853; number 42, C, carries 0.2834; number 43, C, carries 0.2001; number 44, C, carries -0.4616; number 45, C, carries 0.5702; number 46, O, carries -0.6996; number 47, C, carries 0.4490; number 48, C, carries -0.5122; number 49, C, carries -0.6958; number 50, C, carries -0.5320; number 51, C, carries -0.5805; number 52, C, carries 0.3341; number 53, C, carries 0.5096; number 54, O, carries -0.7321; number 55, H, carries 0.4105; number 56, H, carries 0.3924; number 57, H, carries 0.4727; number 58, H, carries 0.4542; number 59, H, carries 0.4751; number 60, H, carries 0.3944; number 61, H, carries 0.4480; number 62, H, carries 0.4910; number 63, C, carries -0.4685; number 64, C, carries -0.4580; number 65, C, carries -0.5484; number 66, C, carries 0.1868; number 67, C, carries 0.1982; number 68, C, carries -0.5270; number 69, C, carries 0.5508; number 70, O, carries -0.6813; number 71, C, carries 0.2232; number 72, C, carries -0.7049; number 73, C, carries -0.4900; number 74, C, carries -0.6579; number 75, C, carries -0.6380; number 76, C, carries 0.2519; number 77, C, carries 0.6685; number 78, O, carries -0.6683; number 79, H, carries 0.3912; number 80, H, carries 0.3958; number 81, H, carries 0.4551; number 82, H, carries 0.4526; number 83, H, carries 0.5289; number 84, H, carries 0.6044; number 85, H, carries 0.4259; number 86, H, carries 0.4685; number 87, C, carries -0.7056; number 88, C, carries -0.4221; number 89, C, carries -0.7169; number 90, C, carries 0.4754; number 91, C, carries 0.3065; number 92, C, carries -0.5811; number 93, C, carries 0.2197; number 94, O, carries -0.5512; number 95, C, carries 0.1497; number 96, C, carries -0.4223; number 97, C, carries -0.5806; number 98, C, carries -0.4428; number 99, C, carries -0.5620



Molecular formula: CHF3O3PS
Method: DFT, ωB97M-V/def2-TZVPD

Bonds (Å) are listed after each position.
Atoms and positions in Å:
1 O -1.798 0.996 1.069  S2 1.479
2 S -0.438 0.496 0.769  O1 1.479, P3 2.368, C6 1.836
3 P 1.083 1.424 -0.791  S2 2.368, O4 1.504, O5 1.734
4 O 1.364 2.717 -0.075  P3 1.504
5 O 1.829 0.145 0.113  P3 1.734, H10 0.949
6 C -1.044 -1.038 -0.037  S2 1.836, F7 1.384, F8 1.319, F9 1.342
7 F -0.040 -1.988 0.041  C6 1.384
8 F -1.231 -0.798 -1.321  C6 1.319
9 F -2.175 -1.503 0.517  C6 1.342
10 H 2.450 -0.451 -0.285  O5 0.949

Values from the calculation:
charge	-1
energy	-35473.9092	eV
molar mass	181.05	g/mol
energy above the lowest of the compared OMol25 structures with the same formula, charge and spin	1.411	eV

Mulliken analysis output, partial charges in e: number 1, O, carries -0.6999; number 2, S, carries 0.2782; number 3, P, carries 0.1829; number 4, O, carries -0.5601; number 5, O, carries -0.4379; number 6, C, carries 0.6735; number 7, F, carries -0.2558; number 8, F, carries -0.2353; number 9, F, carries -0.2110; number 10, H, carries 0.2652



Molecular formula: C6H9N
Method: DFT, ωB97M-V/def2-TZVPD

Bonds (Å) are listed after each position.
Atoms and positions in Å:
1 C 0.559 -0.006 -1.429  C2 1.345, C6 1.434, H8 1.124
2 C 0.839 1.067 -0.668  C1 1.345, C3 1.488, H9 1.120
3 C 0.637 0.605 0.732  C2 1.488, C4 1.542, N7 1.465, H10 1.152
4 C -0.876 0.537 1.028  C3 1.542, C5 1.566, H11 1.075, H12 1.119
5 C -1.183 -0.622 0.021  C4 1.566, C6 1.504, H13 1.055, H14 1.029
6 C 0.172 -1.022 -0.495  C1 1.434, C5 1.504, N7 1.508, H15 1.091
7 N 0.970 -0.820 0.769  C3 1.465, C6 1.508, H16 0.979
8 H 0.722 -0.055 -2.540  C1 1.124
9 H 0.807 2.114 -1.067  C2 1.120
10 H 1.319 1.215 1.432  C3 1.152
11 H -1.398 1.358 0.569  C4 1.075
12 H -1.224 0.485 2.090  C4 1.119
13 H -1.815 -1.348 0.453  C5 1.055
14 H -1.815 -0.386 -0.756  C5 1.029
15 H 0.380 -2.056 -0.773  C6 1.091
16 H 1.908 -1.065 0.635  N7 0.979

Values from the calculation:
energy	-7855.7093	eV
molar mass	95.14	g/mol
energy above the lowest of the compared OMol25 structures with the same formula, charge and spin	2.450	eV

Mulliken analysis output, partial charges in e: number 1, C, carries -0.5205; number 2, C, carries -0.5322; number 3, C, carries 0.1123; number 4, C, carries -0.6676; number 5, C, carries -0.8953; number 6, C, carries -0.1644; number 7, N, carries -0.6140; number 8, H, carries 0.3542; number 9, H, carries 0.3396; number 10, H, carries 0.3631; number 11, H, carries 0.2717; number 12, H, carries 0.3577; number 13, H, carries 0.3383; number 14, H, carries 0.4673; number 15, H, carries 0.5057; number 16, H, carries 0.2842



Molecular formula: C4H8N2O
Method: DFT, ωB97M-V/def2-TZVPD

Bonds (Å) are listed after each position.
Atoms and positions in Å:
1 C -1.820 0.935 0.516  N2 1.455, H8 1.102, H9 1.092, H10 1.095
2 N -0.367 0.871 0.498  C1 1.455, C3 1.445, H11 1.016
3 C 0.189 0.065 -0.564  N2 1.445, C4 1.495, C6 1.536, H12 1.097
4 C -0.370 -1.318 -0.658  C3 1.495, N5 1.159
5 N -0.755 -2.410 -0.717  C4 1.159
6 C 1.708 -0.064 -0.379  C3 1.536, O7 1.409, H13 1.094, H14 1.099
7 O 2.006 -0.787 0.793  C6 1.409, H15 0.968
8 H -2.315 -0.017 0.768  C1 1.102
9 H -2.137 1.694 1.234  C1 1.092
10 H -2.180 1.246 -0.470  C1 1.095
11 H -0.005 0.540 1.387  N2 1.016
12 H -0.027 0.546 -1.526  C3 1.097
13 H 2.122 0.940 -0.248  C6 1.094
14 H 2.163 -0.524 -1.268  C6 1.099
15 H 1.786 -1.716 0.633  O7 0.968

Values from the calculation:
energy	-9304.6495	eV
molar mass	100.12	g/mol
energy above the lowest of the compared OMol25 structures with the same formula, charge and spin	1.744	eV

Mulliken analysis output, partial charges in e: number 1, C, carries -0.8962; number 2, N, carries -0.3483; number 3, C, carries 0.3067; number 4, C, carries 0.1536; number 5, N, carries -0.4591; number 6, C, carries -0.7892; number 7, O, carries -0.5265; number 8, H, carries 0.3160; number 9, H, carries 0.3205; number 10, H, carries 0.3060; number 11, H, carries 0.2854; number 12, H, carries 0.2799; number 13, H, carries 0.3568; number 14, H, carries 0.3559; number 15, H, carries 0.3386